# 1
The following is a DFT calculation (ωB97M-V/def2-TZVPD) of a cluster of 27 separate species, C11H76NO26 in total at a distorted geometry.

largest force on an atom: 12.27 eV Å⁻¹
energy above the lowest of the compared OMol25 structures with the same formula, charge and spin: 68.86 kcal per mole
highest occupied orbital energy: -11.97 eV
frontier orbital gap: 9.93 eV

```
! wB97M-V def2-TZVPD RIJCOSX def2/J DEFGRID3
* xyz 1 1
C 3.54 -1.02 -0.05
C 2.59 0.21 0.15
C 1.19 -0.06 0.58
C 0.21 1.04 0.34
N -1.33 0.63 0.48
C -2.28 1.77 0.47
C -3.45 1.31 1.32
C -3.08 0.17 2.16
C -1.56 0.02 1.76
C -1.72 -0.36 -0.58
C -1.25 -0.16 -1.95
C -1.78 -1.27 -2.85
H 3.44 -1.57 0.82
H 4.64 -0.76 0.01
H 3.19 -1.55 -0.86
H 2.57 0.77 -0.65
H 3.18 0.83 0.89
H 1.15 -0.02 1.70
H 0.72 -0.89 0.04
H 0.46 1.51 -0.65
H 0.49 1.74 1.16
H -2.58 2.18 -0.39
H -1.78 2.58 1.19
H -4.27 0.94 0.51
H -3.99 2.06 2.03
H -3.68 -0.89 1.89
H -3.21 0.44 3.05
H -1.21 -1.12 1.89
H -1.12 0.53 2.56
H -2.91 -0.49 -0.46
H -1.37 -1.27 -0.41
H -0.34 -0.06 -2.27
H -1.89 0.62 -2.18
H -1.22 -2.35 -2.51
H -1.57 -0.89 -3.94
H -2.95 -1.38 -2.70
O -5.81 4.05 2.76
H -5.16 4.49 2.28
H -6.27 4.67 3.29
O 0.85 -3.41 -5.48
H 0.31 -4.05 -6.04
H 0.28 -3.14 -4.89
O 0.27 -0.29 -5.43
H 1.14 -0.14 -6.04
H -0.45 -0.43 -6.01
O -6.51 -0.62 1.88
H -6.30 -1.14 2.61
H -7.59 -0.27 2.02
O 0.04 4.13 -0.92
H 0.72 4.19 -1.54
H -0.87 4.30 -1.27
O -4.06 1.76 5.65
H -4.94 1.78 5.05
H -4.27 2.30 6.46
O 6.60 0.15 1.77
H 6.33 -0.33 2.54
H 6.54 -0.36 0.94
O 1.79 1.43 3.88
H 1.56 2.19 4.30
H 2.69 1.59 3.57
O 5.54 2.68 0.73
H 6.12 1.85 0.96
H 5.95 3.63 0.91
O -5.08 -3.65 1.99
H -4.54 -4.27 2.50
H -5.48 -3.02 2.61
O 0.88 1.83 -4.04
H 0.51 0.99 -4.46
H 1.57 1.31 -3.54
O 3.46 0.73 -3.51
H 4.03 0.53 -4.33
H 3.88 1.31 -2.95
O 0.44 4.01 3.65
H 1.21 4.63 4.00
H 0.56 4.07 2.61
O 4.53 2.03 3.17
H 5.31 1.90 3.72
H 4.72 2.02 2.13
O -4.87 -1.29 -4.33
H -4.95 -0.82 -5.14
H -4.74 -0.52 -3.83
O -2.06 -1.20 -6.99
H -2.03 -1.96 -7.64
H -2.80 -1.54 -6.32
O 3.06 -1.08 4.45
H 3.83 -1.30 3.94
H 2.80 -0.28 3.89
O -5.00 0.34 -2.15
H -5.48 1.05 -1.87
H -5.31 -0.32 -1.61
O -0.06 -3.06 2.63
H 0.62 -3.67 2.99
H -0.29 -2.66 3.36
O 1.45 -4.18 -1.89
H 1.06 -4.01 -1.16
H 1.30 -3.47 -2.28
O 1.82 -1.63 -3.21
H 1.16 -1.43 -3.76
H 2.35 -0.77 -3.07
O 5.46 -3.81 0.67
H 6.27 -3.18 0.58
H 5.26 -4.25 -0.15
O 7.30 -1.81 -0.62
H 6.92 -1.46 -1.33
H 7.86 -2.48 -1.07
O 5.44 -2.10 3.22
H 6.07 -2.25 3.87
H 5.28 -2.64 2.47
O -5.66 -1.71 4.03
H -4.88 -1.44 4.51
H -6.10 -2.02 4.82
O -2.58 4.46 -2.48
H -2.57 5.36 -2.78
H -3.25 4.39 -1.79
*
```

Atom charges from the Mulliken analysis, given in e for atoms 1 to 99: atom 1 (C): -0.91, atom 2 (C): -0.20, atom 3 (C): 0.55, atom 4 (C): -1.27, atom 5 (N): 1.27, atom 6 (C): -1.11, atom 7 (C): 0.27, atom 8 (C): -1.00, atom 9 (C): -0.68, atom 10 (C): -1.81, atom 11 (C): -0.09, atom 12 (C): -0.41, atom 13 (H): 0.48, atom 14 (H): -0.17, atom 15 (H): 0.33, atom 16 (H): 0.81, atom 17 (H): -0.29, atom 18 (H): 0.23, atom 19 (H): -0.10, atom 20 (H): 0.32, atom 21 (H): 0.43, atom 22 (H): 0.87, atom 23 (H): 0.24, atom 24 (H): -0.23, atom 25 (H): 0.21, atom 26 (H): -0.12, atom 27 (H): 1.11, atom 28 (H): -0.35, atom 29 (H): 0.88, atom 30 (H): 0.15, atom 31 (H): 1.10, atom 32 (H): 0.37, atom 33 (H): 0.19, atom 34 (H): 0.07, atom 35 (H): -0.33, atom 36 (H): 0.40, atom 37 (O): -0.58, atom 38 (H): 0.28, atom 39 (H): 0.30, atom 40 (O): -0.52, atom 41 (H): 0.29, atom 42 (H): 0.24, atom 43 (O): -0.54, atom 44 (H): 0.32, atom 45 (H): 0.23, atom 46 (O): -0.63, atom 47 (H): 0.37, atom 48 (H): 0.32, atom 49 (O): -0.58, atom 50 (H): 0.26, atom 51 (H): 0.34, atom 52 (O): -0.64, atom 53 (H): 0.34, atom 54 (H): 0.30, atom 55 (O): -0.62, atom 56 (H): 0.32, atom 57 (H): 0.26, atom 58 (O): -0.55, atom 59 (H): 0.25, atom 60 (H): 0.30, atom 61 (O): -0.70, atom 62 (H): 0.44, atom 63 (H): 0.30, atom 64 (O): -0.63, atom 65 (H): 0.29, atom 66 (H): 0.37, atom 67 (O): -0.73, atom 68 (H): 0.45, atom 69 (H): 0.32, atom 70 (O): -0.55, atom 71 (H): 0.25, atom 72 (H): 0.25, atom 73 (O): -0.67, atom 74 (H): 0.34, atom 75 (H): 0.33, atom 76 (O): -0.71, atom 77 (H): 0.26, atom 78 (H): 0.34, atom 79 (O): -0.56, atom 80 (H): 0.33, atom 81 (H): 0.29, atom 82 (O): -0.69, atom 83 (H): 0.33, atom 84 (H): 0.33, atom 85 (O): -0.63, atom 86 (H): 0.41, atom 87 (H): 0.34, atom 88 (O): -0.61, atom 89 (H): 0.25, atom 90 (H): 0.28, atom 91 (O): -0.55, atom 92 (H): 0.30, atom 93 (H): 0.22, atom 94 (O): -0.50, atom 95 (H): 0.29, atom 96 (H): 0.21, atom 97 (O): -0.48, atom 98 (H): 0.16, atom 99 (H): 0.27

=====

# 2
The following is a DFT calculation (ωB97M-V/def2-TZVPD) of a cluster of 6 separate species, C37H42F13N7O2S in total at a distorted geometry.

largest force on an atom: 1.52 eV Å⁻¹
energy above the lowest of the compared OMol25 structures with the same formula, charge and spin: 0.00 kcal per mole
SMILES: NC[C@H](CCC(N)=O)OCCCC(F)(F)C(F)(F)C(F)(F)C(F)(F)S(F)(F)(F)(F)F.c1ccncc1.c1ccncc1.c1ccncc1.c1ccncc1.c1ccncc1
highest occupied orbital energy: -8.79 eV
frontier orbital gap: 9.15 eV

```
! wB97M-V def2-TZVPD RIJCOSX def2/J DEFGRID3
* xyz 0 1
N 4.26 -0.42 3.37
C 5.57 0.21 3.17
C 6.40 -0.41 2.00
C 6.90 0.72 1.10
C 7.44 0.24 -0.26
C 8.61 -0.69 -0.05
N 9.86 -0.01 0.10
O 8.51 -1.89 0.07
O 5.65 -1.26 1.17
C 5.59 -2.60 1.63
C 4.94 -3.47 0.56
C 3.46 -3.84 0.71
C 2.56 -2.75 1.25
F 2.91 -1.52 0.81
F 2.57 -2.78 2.62
C 1.08 -2.95 0.83
F 0.73 -4.22 1.16
F 0.98 -2.85 -0.51
C 0.07 -1.98 1.54
F -0.54 -2.68 2.53
F 0.70 -0.94 2.13
C -1.09 -1.46 0.64
F -2.07 -1.04 1.47
F -1.59 -2.47 -0.10
S -0.70 0.03 -0.46
F -0.73 -0.90 -1.76
F -2.25 0.27 -0.65
F -0.67 0.99 0.77
F 0.86 -0.22 -0.36
F -0.40 1.26 -1.41
H 3.60 0.30 3.62
H 4.30 -1.08 4.13
H 5.41 1.26 2.95
H 6.17 0.18 4.09
H 7.27 -0.93 2.40
H 7.67 1.29 1.61
H 6.09 1.41 0.89
H 7.82 1.11 -0.79
H 6.66 -0.24 -0.84
H 10.22 0.20 -0.83
H 10.49 -0.66 0.56
H 6.62 -2.94 1.75
H 5.11 -2.67 2.60
H 5.48 -4.42 0.59
H 5.16 -3.04 -0.41
H 3.09 -4.18 -0.26
H 3.36 -4.68 1.38
C -4.04 -3.93 -1.43
C -3.45 -5.18 -1.31
C -4.25 -6.30 -1.49
N -5.55 -6.25 -1.77
C -6.10 -5.04 -1.88
C -5.39 -3.86 -1.73
H -3.46 -3.03 -1.31
H -2.40 -5.28 -1.08
H -3.82 -7.29 -1.40
H -7.16 -5.02 -2.11
H -5.89 -2.90 -1.83
C 1.39 3.34 6.81
C 0.51 2.37 6.36
C 0.90 1.55 5.31
N 2.08 1.65 4.70
C 2.92 2.59 5.14
C 2.62 3.46 6.18
H 1.12 4.00 7.62
H -0.46 2.24 6.82
H 0.24 0.78 4.94
H 3.87 2.65 4.63
H 3.34 4.20 6.50
C -4.16 2.67 -2.44
C -5.07 3.70 -2.59
C -4.62 5.01 -2.46
N -3.35 5.32 -2.19
C -2.49 4.32 -2.05
C -2.84 2.98 -2.17
H -4.48 1.64 -2.54
H -6.11 3.51 -2.81
H -5.30 5.85 -2.57
H -1.47 4.60 -1.83
H -2.10 2.21 -2.03
C -11.86 -3.62 -4.23
C -11.88 -4.48 -3.14
C -10.70 -4.68 -2.44
N -9.54 -4.11 -2.76
C -9.54 -3.29 -3.81
C -10.66 -3.01 -4.57
H -12.76 -3.43 -4.80
H -12.79 -4.98 -2.84
H -10.67 -5.35 -1.58
H -8.58 -2.83 -4.05
H -10.60 -2.33 -5.41
C 0.15 7.45 -3.56
C 1.39 7.97 -3.88
C 2.29 8.20 -2.85
N 2.03 7.95 -1.57
C 0.83 7.45 -1.28
C -0.14 7.19 -2.24
H -0.59 7.26 -4.34
H 1.66 8.19 -4.90
H 3.28 8.60 -3.06
H 0.64 7.26 -0.23
H -1.11 6.79 -1.94
*
```

Atom charges from the Mulliken analysis, given in e for atoms 1 to 99: atom 1 (N): -0.16, atom 2 (C): -0.90, atom 3 (C): 0.21, atom 4 (C): -1.21, atom 5 (C): -0.63, atom 6 (C): 0.34, atom 7 (N): -0.55, atom 8 (O): -0.56, atom 9 (O): -0.13, atom 10 (C): -0.51, atom 11 (C): -1.03, atom 12 (C): -1.19, atom 13 (C): 1.15, atom 14 (F): -0.27, atom 15 (F): -0.33, atom 16 (C): 0.59, atom 17 (F): -0.33, atom 18 (F): -0.28, atom 19 (C): 0.53, atom 20 (F): -0.31, atom 21 (F): -0.22, atom 22 (C): 0.50, atom 23 (F): -0.28, atom 24 (F): -0.17, atom 25 (S): 1.58, atom 26 (F): -0.33, atom 27 (F): -0.36, atom 28 (F): -0.30, atom 29 (F): -0.29, atom 30 (F): -0.39, atom 31 (H): 0.09, atom 32 (H): 0.22, atom 33 (H): 0.41, atom 34 (H): 0.22, atom 35 (H): 0.52, atom 36 (H): 0.41, atom 37 (H): 0.54, atom 38 (H): 0.43, atom 39 (H): 0.25, atom 40 (H): 0.26, atom 41 (H): 0.30, atom 42 (H): 0.56, atom 43 (H): 0.24, atom 44 (H): 0.42, atom 45 (H): 0.35, atom 46 (H): 0.35, atom 47 (H): 0.43, atom 48 (C): -0.15, atom 49 (C): -0.38, atom 50 (C): -0.30, atom 51 (N): -0.54, atom 52 (C): -0.21, atom 53 (C): -0.62, atom 54 (H): 0.50, atom 55 (H): 0.39, atom 56 (H): 0.36, atom 57 (H): 0.58, atom 58 (H): 0.37, atom 59 (C): -0.14, atom 60 (C): -0.66, atom 61 (C): -0.12, atom 62 (N): -0.27, atom 63 (C): 0.10, atom 64 (C): -0.74, atom 65 (H): 0.39, atom 66 (H): 0.36, atom 67 (H): 0.38, atom 68 (H): 0.25, atom 69 (H): 0.37, atom 70 (C): -0.29, atom 71 (C): -0.42, atom 72 (C): -0.35, atom 73 (N): -0.35, atom 74 (C): -0.13, atom 75 (C): -0.45, atom 76 (H): 0.44, atom 77 (H): 0.37, atom 78 (H): 0.37, atom 79 (H): 0.41, atom 80 (H): 0.37, atom 81 (C): -0.14, atom 82 (C): -0.50, atom 83 (C): -0.17, atom 84 (N): -0.32, atom 85 (C): 0.00, atom 86 (C): -0.62, atom 87 (H): 0.37, atom 88 (H): 0.34, atom 89 (H): 0.35, atom 90 (H): 0.32, atom 91 (H): 0.34, atom 92 (C): -0.33, atom 93 (C): -0.33, atom 94 (C): -0.20, atom 95 (N): -0.57, atom 96 (C): -0.33, atom 97 (C): -0.29, atom 98 (H): 0.40, atom 99 (H): 0.35

=====

# 3
The following is a DFT calculation (ωB97M-V/def2-TZVPD) of an isolated molecule of C7H16O2SSi at a distorted geometry.

largest force on an atom: 3.20 eV Å⁻¹
energy above the lowest of the compared OMol25 structures with the same formula, charge and spin: 56.95 kcal per mole
highest occupied orbital energy (alpha / beta): -9.90 / -7.94 eV
frontier orbital gap (alpha / beta): 9.85 / 5.31 eV

```
! wB97M-V def2-TZVPD RIJCOSX def2/J DEFGRID3
* xyz 0 1
C -1.05 0.22 2.17
C 0.09 1.02 1.38
C -2.38 0.85 1.93
C 1.04 0.06 0.90
C 3.00 -0.90 -0.99
C 0.73 1.09 -2.00
C 0.20 -1.91 -1.25
O -1.97 -0.16 -0.57
O -4.23 0.77 0.03
Si 1.17 -0.42 -0.85
S -2.76 0.93 0.08
H -1.08 -0.69 1.51
H -0.60 0.06 3.16
H -0.42 1.44 0.54
H 0.49 1.75 1.98
H -3.14 0.20 2.25
H -2.55 1.76 2.44
H 1.82 -0.26 1.56
H 3.18 -1.92 -0.67
H 3.23 -0.87 -2.12
H 3.68 -0.31 -0.48
H 1.59 1.52 -2.53
H 0.16 0.56 -2.84
H -0.05 1.88 -1.69
H -0.87 -1.52 -1.41
H 0.51 -2.54 -2.09
H 0.21 -2.62 -0.43
*
```

For each atom in turn, the natural (NBO) charge in e is: atom 1 (C): -0.43, atom 2 (C): -0.46, atom 3 (C): -0.56, atom 4 (C): -0.52, atom 5 (C): -1.09, atom 6 (C): -1.11, atom 7 (C): -1.17, atom 8 (O): -0.88, atom 9 (O): -0.82, atom 10 (Si): 1.61, atom 11 (S): 1.73, atom 12 (H): 0.24, atom 13 (H): 0.24, atom 14 (H): 0.18, atom 15 (H): 0.21, atom 16 (H): 0.24, atom 17 (H): 0.24, atom 18 (H): 0.19, atom 19 (H): 0.23, atom 20 (H): 0.23, atom 21 (H): 0.23, atom 22 (H): 0.24, atom 23 (H): 0.24, atom 24 (H): 0.23, atom 25 (H): 0.28, atom 26 (H): 0.24, atom 27 (H): 0.24